# 1
A cluster of 6 separate species, C21H49NO8Si in total. Source: the Open Molecules 2025 dataset; level of theory: ωB97M-V/def2-TZVPD.

ORCA input file:
```
! RIJCOSX wB97M-V def2-TZVPD def2/J DEFGRID3
* xyz 0 1
H -1.2905 3.1500 -4.3155
H 5.7009 1.6771 -3.9420
H -1.2842 3.3368 0.6576
H 0.1495 4.2286 1.2008
H -1.0713 5.5043 -0.5874
O 4.7744 0.3464 -2.6802
H 9.2043 0.7983 0.3915
H 4.1019 -2.6018 -1.1723
H 6.7673 0.7569 -2.8645
H 3.9335 0.8184 -2.7451
C -6.5907 -1.6101 3.1959
H 4.7981 2.9233 -1.9493
C 5.7607 2.4052 -1.9055
N -3.3845 0.3030 -2.3219
C -1.8625 2.1390 -6.1338
H 0.5349 5.0058 -1.1629
H 3.1268 -1.6947 1.5906
C 7.6156 -0.3214 1.3394
C -2.7044 0.3202 3.1044
H 9.7195 -0.7493 1.0978
H -7.0362 -0.8654 2.4554
H 1.3714 2.9330 -0.2574
O -4.0780 0.6585 2.7563
H -4.6542 -2.0887 1.0236
H 3.8625 -3.2704 1.2427
O -0.9122 1.0925 -5.9748
C 5.8136 1.2854 -2.9261
H 5.8622 2.0062 -0.8927
H -0.8897 4.1195 -1.6872
H -5.3326 -0.2952 -3.2677
H -2.6049 2.0007 -4.1105
H -2.9191 3.5639 -4.8976
O 1.9948 -2.9535 0.4429
C -6.7381 -3.1195 2.6074
H -2.2259 -2.5726 3.2623
H 7.7145 0.1668 2.3143
H 2.1332 -3.6280 -0.2351
H -6.9100 -3.0897 1.4643
O 0.5053 2.5950 0.0053
H -1.6405 -3.1845 1.5533
C -4.3054 -1.4389 0.1618
H -0.5769 0.0827 1.3757
H 6.5585 3.1311 -2.0802
C 3.9724 -1.8518 -0.3864
H 3.3745 -1.0434 -0.8137
C -1.4809 -2.4272 2.4001
O 7.2472 -1.6801 1.5439
H -7.0979 -1.5728 4.2316
C 0.0681 -2.4984 2.8642
C -5.0893 -1.2281 -1.1721
H 0.6313 -3.0968 2.0522
H 8.8112 -0.7408 -0.4069
C 3.2740 -2.4516 0.8171
H 6.8087 0.1677 0.7892
H 0.5048 -1.4366 2.9299
C -0.4452 4.6444 -0.8375
H -4.6730 0.2221 4.7970
H -5.6873 -3.5878 2.7350
H -6.1089 -1.7508 -1.2613
C -2.9465 -0.6345 0.1624
Si -1.7888 -0.6702 1.6964
H -2.7146 -0.2973 4.0816
O -7.7377 -3.8871 3.3163
H -1.4313 2.8878 -6.8020
H -1.6267 0.7004 -1.1189
H 0.0749 -3.0323 3.8880
H -2.1590 1.3193 3.3038
C -2.6419 0.1495 -1.1274
H -6.0448 0.6410 3.6361
C -0.3059 3.7122 0.3496
C 8.9134 -0.2415 0.5602
O -5.1816 -1.2911 3.4376
H -1.3039 0.4299 -5.3901
H -8.5136 -3.9984 2.7233
C -4.6306 -0.3703 -2.3605
C -5.0222 0.1285 3.6973
H 4.9533 -1.4577 -0.1116
H 7.9603 -2.1047 2.0385
C -2.1932 2.7539 -4.7888
H -2.7605 1.7297 -6.6079
*
```

As for the structure (SMILES): CC[Si@H](COCOCCO)c1cccnc1.CCO.CCO.CCO.CCO.CCO. The LUMO energy is 0.408 eV.

Atom charges from the Mulliken analysis, given in e for atoms 1 to 2: H 0.178; H 0.286

# 2
A cluster of 7 separate species, C42H35F7 in total. Source: the Open Molecules 2025 dataset; level of theory: ωB97M-V/def2-TZVPD.

ORCA input file:
```
! RIJCOSX wB97M-V def2-TZVPD def2/J DEFGRID3
* xyz 1 2
C -0.0814 -3.3611 5.4573
C -3.1710 3.5563 3.5987
H 3.8516 -0.7605 -4.7455
C 0.3730 -4.7022 3.0139
C 0.8216 -2.8221 4.5020
C -4.7047 4.1799 0.2583
C 0.7320 0.4432 -5.5822
H -5.7914 5.9609 -0.1110
H 0.5670 -5.2163 2.0842
H 2.5522 3.3057 -5.6108
H -4.6427 6.5817 -2.0673
H 1.4763 -2.9581 2.4397
H 0.5819 -0.5932 2.1020
H 2.3351 -1.7419 1.0145
C 8.4313 -4.3149 -1.5231
C -3.3132 -0.4268 -0.2551
C -3.5689 4.6728 -2.2134
C 1.6795 -0.5233 -5.2796
C 7.3115 -4.2770 -2.3750
C -0.9775 3.0281 4.4913
C 0.9483 -3.4724 3.2291
H -4.4541 2.0444 3.1214
C -1.9584 3.9762 4.1800
H -5.3107 3.8744 1.0984
H 9.4906 -3.6822 0.1177
C -3.2471 3.4872 -1.4745
H 3.1276 -0.9692 -1.2896
F 0.2623 2.6982 -6.0824
C 2.4092 -0.3739 -0.7456
C 1.9199 0.7638 -1.2885
H 5.4324 -2.1296 -0.5735
C 0.9261 1.4514 -0.5326
C -1.2968 1.7055 4.2468
C -0.7351 -4.5571 5.1700
F -0.4072 0.7616 4.5774
H 7.3967 -2.2750 0.9227
C 6.2562 -2.7754 -0.8395
C 2.4225 2.2393 -5.5003
C 1.9835 -0.8620 0.4964
H -6.9915 -1.0151 -1.1559
H -2.7038 0.2190 3.6918
C 6.2577 -3.4279 -2.0792
F -3.0339 4.8365 -3.4645
H -2.8232 -1.1939 -2.1956
C -4.9372 -0.9772 -1.9259
H 1.3683 -1.9054 4.6670
H -5.1855 -1.5155 -2.8286
H 5.3875 -3.2669 -2.6983
C 7.3989 -2.8379 0.0010
H -3.8028 4.3393 3.2063
H 1.4163 -1.5708 -5.2803
C -0.6183 -5.1629 3.8763
H 2.4155 1.2619 -2.1086
C 8.5091 -3.6059 -0.3263
C -5.9549 -0.8084 -0.9343
C -3.4380 2.2505 3.4239
F 0.3369 2.5625 -1.0288
H -0.1641 -2.8818 6.4215
H 4.2880 1.5722 -4.5712
H 7.2716 -4.7620 -3.3391
H -6.3951 -0.1826 1.1180
C -4.3455 -0.3292 0.7338
F -2.0168 -0.4864 0.0768
C -4.9832 5.3301 -0.4504
F -1.6542 -5.0358 5.9996
C -2.5237 1.2759 3.8222
C -3.6343 -0.7893 -1.6083
C -5.6468 -0.3782 0.3642
H -3.7010 2.2864 0.1893
H -0.2414 0.1830 -5.9709
H -1.2308 -6.0316 3.6848
C -3.8657 3.2476 -0.2747
C 1.1567 1.7808 -5.7264
C 3.0099 -0.1235 -4.9738
C 0.9893 -0.2123 1.1772
H -2.4571 2.8794 -1.8904
H 0.0140 3.2534 4.8553
H -1.6923 5.0129 4.3241
C 3.3266 1.2568 -4.9488
F 9.5328 -5.1398 -1.9344
C 0.4865 1.0163 0.7067
H -0.3105 1.5412 1.2124
H -4.0859 -0.0465 1.7433
C -4.3566 5.6445 -1.6132
*
```

The expectation value of S² is 0.768. The LUMO energy (spin up / spin down) is -4.665 / -8.406 eV.

Atom charges from the Mulliken analysis, given in e for atoms 1 to 2: C -0.331; C -0.739

# 3
A cluster of 2 separate species, C2H2S3 in total. Source: the Open Molecules 2025 dataset; level of theory: ωB97M-V/def2-TZVPD.

ORCA input file:
```
! RIJCOSX wB97M-V def2-TZVPD def2/J DEFGRID3
* xyz 0 1
H 1.6212 1.2763 1.2359
S -2.7166 -1.7415 0.8660
H 1.5672 -0.7551 -1.3108
S -1.1299 0.9503 -0.1345
C 1.5732 -0.0900 -0.5481
C 1.6552 0.7202 0.3561
S -2.5704 -0.3602 -0.4646
*
```

The LUMO energy (spin up / spin down) is -2.121 / -2.118 eV.

Atom charges from the natural (NBO) analysis, given in e for atoms 1 to 2: H 0.235; S -0.199

# 4
A structure of composition C9H36HfN20O15. Source: the Open Molecules 2025 dataset; level of theory: ωB97M-V/def2-TZVPD.

ORCA input file:
```
! RIJCOSX wB97M-V def2-TZVPD def2/J DEFGRID3
* xyz 2 1
O 1.3383 -3.0464 -1.9975
H 0.5937 0.6241 -3.1455
N -2.2260 0.8482 3.6423
N 5.0926 2.3442 -1.4352
N -4.4957 -1.7437 -2.0933
H -0.7841 -3.5087 3.9176
H 2.3478 0.7721 -0.7694
C -3.5741 -1.9088 -1.1314
N 0.9339 2.6299 0.5230
O -0.2984 -1.7974 -0.1949
O 0.9832 -4.1877 0.3394
C 0.5743 1.5251 -4.9993
N 2.2335 0.2108 2.5849
N -2.8669 -3.1800 2.6404
N 3.0524 -3.1160 -3.5083
O -2.4822 -2.5301 -1.2930
O -1.6091 -3.9317 0.8989
H -1.5621 0.5718 2.9394
C -1.7327 -3.6997 2.1312
O 1.7689 -5.2270 2.0779
C 2.5162 -1.0891 2.2873
O -2.2458 3.3651 -2.6278
H -3.1101 3.7047 0.4050
H 3.9931 0.3122 -1.0243
O 0.0855 0.1320 -1.0452
H -4.6182 -0.6964 0.1122
H 0.1818 -4.2445 2.6968
O -0.9697 -0.0100 0.8112
O 3.0203 3.2581 -1.2771
H 3.9632 -2.8560 -3.8459
N 3.3245 1.0099 -0.7753
H 1.6217 2.5083 -0.2167
H 5.7187 1.5750 -1.2847
N 2.0306 -4.7050 1.0065
H -0.9598 4.6776 2.0792
H 2.7406 -2.9340 3.2061
H 2.2663 -1.6174 4.2157
N -2.8478 4.0068 -0.5181
C -3.1487 1.8004 3.2531
H -3.7548 2.0758 5.2171
H 2.3960 0.6506 3.4731
C 0.6195 3.8280 1.1424
N 0.9523 1.3778 -3.6885
N 1.1987 2.5360 -5.6849
H -2.9816 -2.9838 3.6188
H -2.5634 1.5714 0.0054
H -2.9986 -1.0322 0.6518
O -3.1647 2.2249 2.0930
O 3.1100 -4.5820 0.5078
H 5.4812 3.1205 -1.9387
H -2.8956 4.9944 -0.6808
H -5.1629 -0.9914 -2.0776
H 4.1497 -1.6261 -2.0329
C -2.5023 3.1060 -1.4697
N -0.5730 3.7893 1.8271
C 2.5192 -2.6753 -2.3527
H -1.9689 0.7066 4.6019
H 0.3533 1.8356 0.7294
O 1.2618 4.8349 0.9527
H 3.0164 -1.5703 -0.6511
N -3.7593 -1.2114 0.0123
N -0.3731 -0.5182 -0.1290
H 1.6405 2.0403 -3.3692
H -1.0290 2.9053 1.9262
H 1.0822 2.6430 -6.6715
H 1.8975 0.8110 1.8481
O 2.6589 -1.4343 1.1055
H -4.2866 -2.2209 -2.9559
N -3.9014 2.3326 4.2574
H 1.5148 3.2899 -5.0978
H -3.6997 -3.2466 2.0786
N -0.6840 -3.7888 2.9577
N 2.6302 -1.9456 3.3388
O -0.2671 0.7876 -5.5038
N -2.5559 1.8214 -0.9687
H -4.8005 2.7339 4.0565
N 3.3016 -1.9128 -1.5767
C 3.7388 2.2758 -1.1781
Hf -0.5284 -3.8372 -1.1916
H -2.4007 1.0701 -1.6147
H 2.4792 -3.6326 -4.1532
*
```

The LUMO energy is -9.515 eV.

Atom charges from the Mulliken analysis, given in e for atoms 1 to 2: O -1.004; H -0.049

# 5
An isolated molecule of H2OS2. Source: the Open Molecules 2025 dataset; level of theory: ωB97M-V/def2-TZVPD.

ORCA input file:
```
! RIJCOSX wB97M-V def2-TZVPD def2/J DEFGRID3
* xyz 0 1
S 0.3365 0.1525 0.4721
S -0.2281 1.9516 1.0472
H -0.6389 -0.5924 1.1467
O -0.1337 -0.5709 -1.0900
H 0.6641 -0.9408 -1.5759
*
```

The LUMO energy is -0.469 eV.

Atom charges from the natural (NBO) analysis, given in e for atoms 1 to 2: S 0.644; S -0.364

# 6
An isolated molecule of C3H6O. Source: the Open Molecules 2025 dataset; level of theory: ωB97M-V/def2-TZVPD.

ORCA input file:
```
! RIJCOSX wB97M-V def2-TZVPD def2/J DEFGRID3
* xyz 0 1
H 0.7204 -1.3527 0.3469
C -1.2865 -0.6866 -0.1916
C 0.1495 -0.3995 0.4007
H -0.0486 -0.1440 1.5168
H 1.9417 0.5456 -0.0005
H -1.8506 -1.4104 0.3979
H 0.4767 1.7781 0.2774
O -1.7136 -0.0610 -1.0984
C 0.8436 0.7938 -0.2317
H 0.7675 0.9366 -1.4175
*
```

As for the structure (SMILES): CCC=O. The LUMO energy is 1.028 eV.

Atom charges from the natural (NBO) analysis, given in e for atoms 1 to 2: H 0.221; C 0.452